[1]
DFT (ωB97M-V/def2-TZVPD) results for a molecular structure, C38H61BIrN11.

HOMO energy (spin up / spin down) ... -10.10 / -11.13 eV
⟨S²⟩ ... 0.862
2S+1 ... 2
Charge ... +1

Structure (XYZ):
```
112
Properties=species:S:1:pos:R:3:mulliken_spin:R:1
Ir 0.109 0.009 -0.028 0.011
C -1.352 2.653 4.571 0.001
C -1.635 1.699 3.461 0.003
C -2.784 1.000 3.184 0.003
C -2.524 0.210 2.057 -0.010
N -1.254 0.459 1.652 -0.044
N -0.737 1.358 2.530 0.001
B 0.762 1.591 2.540 0.021
N 1.201 2.427 1.329 -0.009
N 1.249 1.809 0.116 -0.024
C 2.094 2.517 -0.656 -0.003
C 2.518 3.641 0.071 0.003
C 1.956 3.538 1.321 0.005
C 2.121 4.424 2.508 0.000
C 2.688 2.212 -2.030 -0.004
C 2.411 3.392 -2.981 0.001
C 2.285 0.883 -2.682 -0.009
C 4.216 2.139 -1.831 0.000
N 1.488 0.216 2.497 -0.016
N 1.558 -0.585 1.381 -0.002
C 2.518 -1.507 1.616 -0.020
C 3.001 -1.316 2.915 -0.004
C 2.338 -0.230 3.433 0.000
C 2.508 0.401 4.774 -0.001
C 3.141 -2.524 0.664 0.000
C 3.207 -1.989 -0.762 -0.006
C 2.419 -3.872 0.696 -0.013
C 4.590 -2.784 1.114 0.000
C -3.601 -0.775 1.586 0.001
C -3.792 -1.771 2.749 0.002
C -4.932 -0.019 1.408 0.001
C -3.323 -1.562 0.292 -0.001
H -2.260 2.820 5.145 0.000
H -0.586 2.266 5.243 0.000
H -1.004 3.614 4.191 0.000
H -3.698 1.033 3.750 0.000
H 1.070 2.162 3.537 -0.001
H 3.185 4.416 -0.263 0.000
H 2.692 5.306 2.227 0.000
H 1.158 4.748 2.901 0.000
H 2.653 3.913 3.311 0.000
H 1.351 3.555 -3.173 0.000
H 2.814 4.320 -2.576 0.000
H 2.902 3.207 -3.938 0.000
H 1.250 0.593 -2.525 -0.015
H 2.455 0.946 -3.759 0.003
H 2.897 0.070 -2.302 0.006
H 4.625 3.086 -1.481 0.000
H 4.474 1.366 -1.105 0.000
H 4.693 1.892 -2.781 0.000
H 3.771 -1.877 3.411 0.000
H 3.186 -0.207 5.370 0.000
H 2.928 1.404 4.696 0.000
H 1.558 0.476 5.303 0.000
H 2.222 -1.761 -1.156 0.000
H 3.819 -1.084 -0.797 0.000
H 3.672 -2.735 -1.410 -0.001
H 1.436 -3.812 0.249 0.024
H 2.997 -4.604 0.128 0.000
H 2.324 -4.238 1.720 0.000
H 5.157 -1.856 1.200 0.000
H 4.636 -3.311 2.066 0.000
H 5.078 -3.415 0.370 0.000
H -4.113 -1.261 3.656 0.000
H -4.557 -2.502 2.481 0.000
H -2.868 -2.301 2.974 -0.001
H -5.255 0.464 2.329 0.000
H -4.871 0.746 0.631 0.000
H -5.705 -0.732 1.118 0.000
H -3.545 -2.618 0.433 -0.005
H -3.964 -1.220 -0.522 -0.001
H -2.292 -1.486 -0.032 -0.002
C -1.637 0.103 -2.567 0.036
N -1.304 0.995 -1.399 -0.003
C -2.612 1.408 -0.769 -0.004
N -3.522 2.017 -1.711 0.000
C -3.780 1.080 -2.806 0.001
N -2.542 0.725 -3.504 0.001
C -1.927 1.950 -4.016 0.000
N -1.652 2.895 -2.932 0.000
C -0.759 2.280 -1.979 -0.003
C -2.908 3.223 -2.262 0.001
H -2.077 -0.814 -2.176 -0.027
H -0.697 -0.136 -3.064 -0.001
H -2.386 2.107 0.036 0.000
H -3.069 0.523 -0.363 -0.001
H -4.472 1.538 -3.513 0.000
H -4.238 0.173 -2.407 0.000
H -2.598 2.417 -4.736 0.000
H -0.991 1.698 -4.519 0.000
H -0.579 2.965 -1.152 0.002
H 0.172 2.049 -2.470 -0.004
H -3.591 3.683 -2.977 0.000
H -2.713 3.931 -1.455 0.000
C -1.122 -3.570 1.121 -0.001
C -1.042 -3.809 -0.360 0.133
C -1.465 -5.020 -0.872 -0.094
C -1.260 -5.351 -2.206 0.176
C -0.598 -4.466 -3.049 -0.103
C -0.173 -3.228 -2.607 0.169
C 0.527 -2.299 -3.557 0.018
C -0.432 -2.863 -1.251 0.081
N -0.062 -1.662 -0.804 0.715
H -2.051 -3.974 1.520 0.004
H -1.044 -2.518 1.389 -0.012
H -0.304 -4.091 1.620 0.009
H -1.936 -5.734 -0.206 0.001
H -1.592 -6.308 -2.584 0.006
H -0.411 -4.745 -4.079 0.002
H 1.133 -2.873 -4.258 0.004
H 1.174 -1.593 -3.039 -0.014
H -0.193 -1.730 -4.152 0.012
```

[2]
DFT (ωB97M-V/def2-TZVPD) results for a molecular structure, C2H6N3P.

HOMO energy (spin up / spin down) ... -8.06 / -7.18 eV
2S+1 ... 1
Charge ... 0

Structure (XYZ):
```
12
Properties=species:S:1:pos:R:3:lowdin_charge:R:1
C -0.383 -1.211 -0.038 -0.291
C 2.290 -1.131 0.315 -0.253
N -1.383 -0.378 -0.334 -0.059
N -1.164 1.003 0.105 -0.191
N -0.092 0.968 0.908 -0.216
P 0.958 -0.241 -0.087 0.619
H -0.703 -2.256 0.084 0.111
H 3.182 -0.492 0.356 -0.095
H -2.323 -0.518 -0.563 0.123
H -1.097 1.847 -0.548 0.146
H 0.232 1.915 1.089 0.086
H 0.482 0.494 -1.289 0.021
```

[3]
DFT (ωB97M-V/def2-TZVPD) results for a molecular structure, C10H7Cl5F6N2O3PdSb.

HOMO energy (spin up / spin down) ... -2.49 / -2.89 eV
⟨S²⟩ ... 0.783
2S+1 ... 2
Charge ... -2

Structure (XYZ):
```
35
Properties=species:S:1:pos:R:3:mulliken_spin:R:1
Pd 0.679 -0.847 -0.794 0.615
C 1.293 2.920 1.450 0.006
C 1.078 1.761 0.527 -0.018
N 0.509 0.677 0.876 0.085
O 0.123 0.493 2.159 0.013
C 1.578 1.797 -0.833 0.024
C 2.360 2.959 -1.358 0.000
N 1.498 0.709 -1.549 -0.063
O 1.906 0.569 -2.706 -0.093
H 0.804 2.719 2.398 -0.001
H 0.894 3.837 1.017 -0.001
H 2.365 3.043 1.616 -0.001
H 0.405 -0.463 2.238 -0.003
H 3.327 2.982 -0.849 0.001
H 1.843 3.905 -1.196 0.001
H 2.528 2.815 -2.421 -0.001
Cl -5.978 -3.159 0.960 0.000
C -4.652 -2.272 0.292 -0.002
C -3.354 -2.783 0.350 -0.001
Cl -3.081 -4.336 1.050 0.000
C -2.284 -2.067 -0.152 -0.005
Cl -0.694 -2.724 -0.091 0.009
C -2.432 -0.771 -0.735 -0.005
O -1.471 -0.075 -1.170 0.056
C -3.780 -0.303 -0.796 0.010
Cl -4.025 1.241 -1.525 0.000
C -4.851 -1.026 -0.299 0.001
Cl -6.453 -0.383 -0.402 0.000
F 0.628 -2.055 -2.527 0.118
Sb 2.922 -1.438 0.298 0.165
F 3.805 -1.435 2.014 0.009
F 4.643 -1.800 -0.587 0.021
F 2.978 -3.413 0.550 0.021
F 3.703 0.500 0.365 0.025
F 1.184 -1.575 1.832 0.013
```

[4]
DFT (ωB97M-V/def2-TZVPD) results for 10 unconnected molecules or ions with the total composition C31H54BBrIN11O6.

HOMO energy ... -9.10 eV
2S+1 ... 1
Charge ... 0
SMILES ... COCCCCCC[C@@](CON=O)(O[C@H](Br)[C@H](C)OCI)B(N)O.CC#N.CC#N.CC#N.CC#N.CC#N.CC#N.CC#N.CC#N.CC#N

Structure (XYZ):
```
105
Properties=species:S:1:pos:R:3:lowdin_charge:R:1
C 3.515 4.308 -1.616 -0.115
O 2.847 3.931 -2.800 -0.178
C 1.736 3.096 -2.548 -0.250
C 0.919 2.867 -3.807 -0.147
C -0.572 2.642 -3.431 -0.194
C -0.807 1.174 -3.131 -0.212
C -2.248 0.829 -2.680 -0.163
C -2.784 1.712 -1.545 -0.100
C -4.088 2.497 -1.764 -0.303
C -5.204 1.671 -1.105 -0.162
O -5.405 0.436 -1.807 -0.063
N -5.141 -0.633 -0.958 -0.035
O -5.401 -1.659 -1.459 0.060
O -4.166 3.744 -1.038 -0.085
C -3.204 4.653 -1.367 -0.620
Br -2.008 4.883 0.225 0.739
C -3.792 6.022 -1.704 -0.408
C -4.250 6.857 -0.504 -0.066
O -4.887 5.823 -2.591 -0.209
C -4.986 6.830 -3.532 -0.604
I -4.019 6.208 -5.372 0.892
B -4.582 2.791 -3.287 -0.546
N -6.014 3.053 -3.542 0.167
O -3.756 2.809 -4.391 0.096
H 3.751 5.365 -1.681 0.082
H 2.932 4.125 -0.716 0.081
H 4.460 3.767 -1.540 0.084
H 2.036 2.125 -2.142 0.126
H 1.133 3.567 -1.765 0.109
H 1.036 3.667 -4.527 0.113
H 1.247 1.925 -4.234 0.107
H -0.738 3.281 -2.566 0.074
H -1.205 3.008 -4.231 0.103
H -0.072 0.745 -2.470 0.071
H -0.683 0.648 -4.075 0.108
H -2.844 0.752 -3.584 0.104
H -2.161 -0.188 -2.300 0.096
H -2.946 1.070 -0.682 0.112
H -1.974 2.350 -1.209 0.080
H -6.115 2.241 -1.013 0.114
H -4.908 1.448 -0.094 0.086
H -2.508 4.355 -2.144 0.090
H -2.981 6.563 -2.191 0.136
H -5.142 7.410 -0.779 0.084
H -4.532 6.251 0.345 0.069
H -3.506 7.578 -0.199 0.073
H -4.477 7.736 -3.231 0.057
H -6.018 7.093 -3.697 0.069
H -6.525 2.180 -3.615 0.080
H -6.417 3.593 -2.783 0.066
H -3.522 3.707 -4.661 -0.027
C -7.798 -0.280 1.896 -0.060
C -7.027 0.957 1.789 -0.264
N -6.419 1.920 1.706 0.157
H -7.203 -1.041 2.396 0.084
H -8.705 -0.100 2.469 0.082
H -8.066 -0.634 0.902 0.080
C -0.525 -3.502 -2.675 -0.094
C 0.294 -2.298 -2.790 -0.259
N 0.925 -1.350 -2.881 0.149
H 0.053 -4.293 -2.205 0.051
H -1.402 -3.288 -2.064 0.079
H -0.844 -3.828 -3.654 0.041
C 1.811 -1.824 1.276 -0.057
C 1.663 -3.145 0.670 -0.280
N 1.547 -4.179 0.198 0.136
H 2.324 -1.919 2.231 0.054
H 2.391 -1.177 0.621 0.087
H 0.831 -1.380 1.438 0.082
C 3.208 -5.003 3.676 -0.090
C 4.025 -3.796 3.554 -0.275
N 4.655 -2.849 3.453 0.142
H 3.785 -5.792 4.152 0.059
H 2.330 -4.792 4.281 0.070
H 2.893 -5.335 2.687 0.067
C 3.467 -3.104 7.817 -0.066
C 3.307 -4.452 7.276 -0.270
N 3.182 -5.493 6.822 0.132
H 4.037 -3.142 8.743 0.085
H 3.996 -2.481 7.100 0.034
H 2.492 -2.665 8.015 0.085
C -0.919 -6.760 -6.351 -0.061
C -0.116 -6.073 -5.341 -0.252
N 0.512 -5.537 -4.553 0.153
H -1.802 -6.168 -6.585 0.082
H -0.332 -6.897 -7.256 0.083
H -1.230 -7.732 -5.975 0.082
C 1.192 -8.320 3.357 -0.068
C 2.638 -8.531 3.406 -0.293
N 3.769 -8.684 3.445 0.135
H 0.684 -9.278 3.269 0.079
H 0.864 -7.823 4.268 0.081
H 0.939 -7.701 2.499 0.080
C 7.134 -0.831 5.163 -0.095
C 6.063 -0.597 6.131 -0.271
N 5.221 -0.416 6.881 0.122
H 6.831 -0.467 4.184 0.079
H 8.035 -0.309 5.470 0.020
H 7.340 -1.897 5.097 0.080
C 11.926 0.152 5.469 -0.059
C 10.629 0.383 4.836 -0.248
N 9.616 0.564 4.340 0.144
H 11.815 0.172 6.551 0.083
H 12.315 -0.818 5.167 0.083
H 12.625 0.928 5.167 0.083
```

ΔE to the lowest compared entry with this formula, charge and spin readings, ordered: 0.0 786.8 237.8 0.0 kJ/mol